Below is a cluster of 2 separate species, C2H2F3NO in total, with properties calculated with the ωB97M-V functional and the def2-TZVPD basis.

Results
orbital gap: 9.43 eV
total charge: 0
DFT total energy: -13791.3203 eV

The geometry in XYZ format:
```
9
Properties=species:S:1:pos:R:3:forces:R:3:lowdin_charge:R:1
C 4.647628 -1.079336 0.062880 0.07 1.18 0.65 -0.105
C 0.455872 -0.265763 0.168619 0.27 -3.86 -3.06 -0.252
N 4.325018 -0.001132 0.467046 1.08 -2.17 -0.89 -0.102
O 4.551719 1.047992 0.942847 -0.41 2.18 0.94 0.053
F 4.163916 -2.087017 -0.532072 -0.76 -1.16 -0.71 0.147
F -0.713372 -0.326109 -0.579175 0.54 0.04 0.86 -0.013
F 1.319095 0.453160 -0.533547 1.18 0.89 -0.97 0.023
H 0.892994 -1.359224 0.199705 -1.07 2.02 0.45 0.157
H 0.322352 0.243696 1.039944 -0.89 0.90 2.74 0.091
```
Forces are in eV/Å.